Formula: C24H28As2O2PS3SbTi
Source: the Open Molecules 2025 dataset
Level of theory: ωB97M-V/def2-TZVPD

- Orbital gap (spin up / spin down): 5.844 / 5.857 eV
- Expectation value of S²: 0.7594
- Relative energy (zero: lowest compared OMol25 entry of this formula, charge and spin): 0.526 eV
- Charge: -1
- LUMO level (spin up / spin down): 2.243 / 2.243 eV
- 2S+1: 2
- HOMO (spin up / spin down): -3.6 / -3.6 eV

Element x y z (Å)
Ti (0.38, 0.01, -0.45)
C (0.01, 3.65, 2.19)
As (-0.28, 1.83, 1.63)
C (-2.25, 1.99, 1.60)
C (-0.20, 0.85, 3.32)
C (0.15, 1.44, 4.52)
C (0.15, 0.71, 5.70)
C (-0.23, -0.63, 5.68)
C (-0.55, -1.23, 4.48)
C (-0.52, -0.51, 3.29)
As (-0.80, -1.40, 1.56)
C (-2.70, -1.81, 1.74)
C (-0.11, -3.17, 1.98)
H (-0.64, 3.87, 3.04)
H (-0.26, 4.28, 1.34)
H (1.06, 3.80, 2.40)
H (-2.64, 2.20, 2.59)
H (-2.69, 1.08, 1.20)
H (-2.52, 2.81, 0.92)
H (0.46, 2.48, 4.54)
H (0.44, 1.18, 6.63)
H (-0.25, -1.20, 6.60)
H (-0.81, -2.28, 4.47)
H (-2.87, -2.38, 2.65)
H (-3.02, -2.40, 0.87)
H (-3.28, -0.89, 1.77)
H (-0.63, -3.61, 2.82)
H (0.96, -3.09, 2.20)
H (-0.25, -3.81, 1.11)
S (3.41, 3.06, 1.63)
Sb (3.28, 1.47, -0.03)
S (2.18, -0.44, 1.07)
S (1.31, 2.04, -1.36)
O (-1.83, 1.43, -2.85)
C (-1.77, 0.43, -2.19)
O (-1.46, 0.36, -0.89)
C (-2.04, -0.96, -2.78)
P (-1.21, -2.25, -1.75)
C (0.56, -1.80, -1.95)
C (1.07, -0.84, -2.82)
C (2.45, -0.73, -3.03)
C (3.32, -1.57, -2.38)
C (2.83, -2.54, -1.51)
C (1.48, -2.64, -1.28)
C (-1.35, -3.71, -2.88)
C (-2.58, -4.37, -2.90)
C (-2.76, -5.51, -3.67)
C (-1.70, -6.02, -4.42)
C (-0.48, -5.37, -4.40)
C (-0.30, -4.22, -3.63)
H (-1.74, -0.98, -3.83)
H (-3.12, -1.15, -2.73)
H (0.40, -0.22, -3.42)
H (2.83, 0.03, -3.70)
H (4.38, -1.47, -2.54)
H (3.51, -3.20, -0.98)
H (1.09, -3.41, -0.62)
H (-3.40, -4.00, -2.29)
H (-3.72, -6.01, -3.68)
H (-1.84, -6.91, -5.02)
H (0.35, -5.76, -4.98)
H (0.66, -3.72, -3.63)